# 1
# C35H55AsGe2N2O8SSiSr

A structure of composition C35H55AsGe2N2O8SSiSr (wB97M-V/def2-TZVPD, the OMol25 dataset).

Geometry as XYZ:
```
106
Properties=species:S:1:pos:R:3:forces:R:3:lowdin_charge:R:1
Sr -0.97793 1.74703 0.52844 2.135 -12.034 -0.037 1.327
C -3.23488 -0.60855 -3.56508 0.029 -0.043 0.051 -0.202
C -2.44828 0.23855 -2.56090 -0.037 0.194 0.153 -0.404
Ge -1.71640 -0.70734 -0.86600 -0.834 -0.854 -0.989 0.801
C -3.54374 -1.30648 -0.14685 0.023 0.219 0.027 -0.417
C -4.13960 -2.63936 -0.59701 0.027 -0.046 -0.078 -0.221
C -1.15122 -2.38701 -1.81436 0.290 -0.285 -0.128 -0.254
C 0.08982 -2.85221 -2.07786 -0.371 -0.111 -0.040 -0.317
Ge 1.66712 -1.84673 -1.39182 -0.680 -0.466 -0.191 0.886
C 1.65809 -2.41988 0.46889 0.289 0.080 0.229 -0.328
C 3.00804 -2.88897 1.02663 0.095 -0.081 -0.018 -0.175
C 3.28159 -2.33169 -2.35163 0.661 0.101 -0.178 -0.337
C 3.72376 -3.77666 -2.55251 0.118 -0.120 -0.017 -0.174
C 0.21352 -4.23277 -2.63899 -0.083 0.074 0.048 -0.239
C -0.52889 -4.63821 -3.75551 0.041 -0.063 -0.064 -0.048
C -0.50502 -5.95795 -4.20272 0.015 0.093 0.049 -0.109
C 0.27384 -6.90835 -3.54972 -0.012 0.126 0.011 -0.130
C 1.04619 -6.51484 -2.45936 -0.097 0.116 -0.050 -0.104
C 1.01716 -5.19842 -2.01612 -0.193 -0.026 0.051 -0.076
H -3.55874 -0.02751 -4.44210 0.003 -0.076 0.050 0.048
H -4.13782 -1.02762 -3.09797 0.180 0.083 -0.107 0.045
H -2.63209 -1.45367 -3.92752 -0.117 0.139 0.034 0.043
H -3.10131 1.03741 -2.16733 0.177 -0.168 -0.207 0.029
H -1.61156 0.74817 -3.07075 -0.189 -0.117 0.064 0.032
H -4.22587 -0.47317 -0.39466 0.119 -0.229 0.051 0.043
H -3.44071 -1.30676 0.94523 -0.067 -0.028 -0.099 0.008
H -4.23439 -2.69414 -1.69031 0.004 -0.033 0.202 0.037
H -5.14067 -2.81050 -0.17269 0.084 -0.039 -0.030 0.047
H -3.49958 -3.47810 -0.28973 -0.123 0.122 -0.055 0.058
H -1.97468 -3.06161 -2.10157 0.181 0.074 0.057 0.042
H 0.90099 -3.20297 0.53407 0.004 -0.040 0.059 0.059
H 1.28660 -1.56680 1.03131 -0.084 -0.092 0.160 0.013
H 3.30457 -3.86024 0.60553 -0.052 0.060 0.095 0.042
H 2.96371 -3.00123 2.12090 0.005 -0.019 -0.180 0.065
H 3.80663 -2.16888 0.80066 -0.275 -0.308 0.083 0.048
H 4.07245 -1.76048 -1.83717 -0.100 -0.123 -0.157 0.065
H 3.14814 -1.85020 -3.32414 0.108 -0.078 -0.035 0.041
H 3.91266 -4.28299 -1.59683 -0.039 0.071 -0.170 0.054
H 4.65266 -3.81789 -3.13562 -0.016 -0.031 0.067 0.058
H 2.97232 -4.36253 -3.08972 0.223 0.141 0.051 0.046
H -1.13152 -3.89345 -4.27072 0.043 -0.119 0.083 0.105
H -1.10099 -6.24558 -5.06660 0.065 0.044 0.106 0.089
H 0.27491 -7.94173 -3.88183 0.042 0.069 -0.010 0.083
H 1.67506 -7.23917 -1.95409 -0.024 0.003 0.039 0.092
H 1.61056 -4.90127 -1.15499 -0.088 -0.079 -0.072 0.098
O 0.69621 3.10974 1.11800 -0.083 2.432 0.476 -0.405
As -0.54015 3.91218 2.17506 1.005 1.654 4.078 0.879
O 0.07180 4.41608 3.61300 -0.025 -0.104 -0.838 -0.453
O -1.77275 2.77905 2.15982 -0.328 2.375 2.484 -0.652
C -1.33583 5.43591 1.27483 -1.091 -0.473 0.341 -0.229
C -1.09282 6.74955 1.65646 -0.234 -0.336 -0.222 -0.073
C -2.08667 7.69739 1.44976 -0.166 -0.109 -0.118 -0.085
C -3.32570 7.32568 0.93167 0.171 0.060 0.154 -0.080
C -3.57935 6.01965 0.53563 0.376 -0.237 0.144 -0.054
C -2.57874 5.07560 0.71296 1.168 0.092 -0.499 -0.230
S -2.54732 3.59333 -0.37221 -2.470 2.165 -2.631 0.475
O -3.25415 4.10457 -1.50618 -0.495 0.507 -0.534 -0.284
O -3.10226 2.32180 0.06773 -1.005 1.007 0.025 -0.445
O -1.08446 3.46006 -0.72575 -0.918 2.397 -0.852 -0.535
H 0.04521 3.35757 0.39947 2.693 1.368 -1.338 -0.094
H -0.14767 7.01108 2.10690 0.035 -0.013 0.171 0.108
H -1.90928 8.72836 1.71822 0.015 0.108 0.021 0.094
H -4.09357 8.07460 0.80386 -0.080 0.073 -0.003 0.096
H -4.50840 5.74016 0.06933 -0.102 -0.014 -0.150 0.114
C -3.29837 -0.86642 5.05809 -0.017 -0.009 0.024 -0.062
C -1.89166 -0.31903 4.77601 0.029 -0.014 -0.433 -0.573
C -1.91294 1.21508 4.70276 -0.166 0.024 -0.104 -0.055
C -0.89121 -0.79749 5.82920 0.131 -0.148 0.145 -0.058
C -1.48058 -0.86146 3.44662 0.102 0.183 0.159 -0.160
N -1.18847 -1.29855 2.42142 -0.192 0.001 0.390 0.201
H -3.66486 -0.45842 6.00712 0.047 -0.046 -0.102 0.078
H -3.28579 -1.95771 5.12159 -0.013 0.042 0.027 0.079
H -3.98773 -0.58143 4.25977 0.017 0.018 0.077 0.084
H -2.23314 1.61555 5.67064 -0.014 -0.053 -0.015 0.088
H -2.59787 1.56347 3.92290 0.047 -0.094 0.250 0.071
H -0.91862 1.59597 4.46095 -0.372 -0.049 0.183 0.052
H -1.20800 -0.43933 6.81573 -0.016 -0.045 -0.075 0.082
H 0.09988 -0.40007 5.59719 -0.302 -0.125 0.174 0.058
H -0.83770 -1.89060 5.84724 -0.078 0.034 0.054 0.082
O 0.87672 0.77164 4.25208 0.926 0.244 -0.796 -0.036
C 1.78774 0.80205 3.41683 -0.317 -0.368 -0.271 -0.472
C 3.17548 1.32225 3.76510 0.247 0.064 -0.099 -0.097
C 3.98929 1.00130 2.51470 0.008 0.169 0.327 -0.097
C 2.96218 0.36913 1.58325 -0.228 -0.186 -0.014 -0.513
O 3.29838 -0.11450 0.49918 -0.103 0.751 -0.010 -0.048
N 1.71391 0.35398 2.12711 0.121 0.329 0.198 0.153
H 3.52674 0.81984 4.66714 0.020 0.016 0.021 0.105
H 3.09108 2.38853 3.98637 0.013 -0.033 -0.015 0.113
H 4.78922 0.28001 2.68491 0.062 0.010 0.002 0.106
H 4.42193 1.87645 2.02585 -0.002 -0.025 -0.002 0.107
C 3.73031 0.71132 -3.85949 0.426 -0.306 -0.361 -0.205
Si 2.45986 1.29709 -2.62868 -0.274 0.041 -0.426 0.410
C 3.33162 2.42079 -1.44096 0.055 0.137 0.658 -0.177
C 1.32336 2.41856 -3.60921 -0.405 0.307 -0.206 -0.188
C 1.32116 0.00516 -1.94433 0.083 -0.012 0.506 -0.353
H 4.24106 1.58634 -4.29017 -0.089 -0.181 0.053 0.026
H 3.25809 0.14852 -4.68054 0.161 0.141 0.187 0.031
H 4.48346 0.06343 -3.39153 -0.112 0.157 -0.154 0.018
H 3.54984 3.37761 -1.93493 0.012 -0.178 0.071 0.030
H 4.25780 1.97527 -1.07011 -0.040 0.051 0.032 0.027
H 2.69692 2.62130 -0.56558 0.173 0.035 -0.141 0.021
H 1.80942 3.37314 -3.85801 -0.099 -0.166 -0.012 0.024
H 0.41378 2.64496 -3.02948 0.205 0.009 -0.182 0.023
H 1.00192 1.93909 -4.54675 0.028 0.105 0.208 0.032
H 0.94107 0.45185 -1.02124 -0.081 0.072 -0.001 -0.034
H 0.46617 -0.06433 -2.62621 0.063 0.042 0.057 0.012
```
Forces are in eV/Å.

Values from the calculation:
Total charge   -2
Relative energy (zero: lowest compared OMol25 entry of this formula, charge and spin)   152.9 kcal/mol
Highest occupied orbital energy   -1.286 eV
F_max   12.22 eV/Å
HOMO-LUMO gap   5.33 eV
DFT total energy   -9186.1312 a.u.

# 2
# C35H55BrCl2IN11O4

A cluster of 11 separate species, C35H55BrCl2IN11O4 in total (wB97M-V/def2-TZVPD, the OMol25 dataset).

Geometry as XYZ:
```
109
Properties=species:S:1:pos:R:3:forces:R:3:lowdin_charge:R:1
C 5.00485 1.56468 1.00672 0.148 -0.172 -0.394 -0.061
C 5.38532 1.77196 -0.48421 -0.396 0.634 1.025 -0.211
N 4.17290 1.78478 -1.31920 0.902 -0.620 -0.938 -0.090
C 4.00062 0.55429 -2.13222 -0.347 0.721 0.182 -0.183
C 2.91297 -0.28280 -1.45893 -0.074 -0.012 0.369 -0.090
C 2.50259 -1.60034 -2.15153 2.176 0.427 -0.590 -0.410
C 3.72007 -2.54541 -2.01674 -0.654 -0.317 1.599 -0.125
O 3.80647 -2.88980 -0.62086 0.237 0.117 -0.334 -0.266
C 5.13262 -3.13563 -0.25845 -0.417 -0.300 0.652 -0.664
I 5.08568 -3.82303 1.79012 0.161 0.204 -0.390 0.802
C 2.29693 -1.36109 -3.69963 -0.339 0.588 -0.011 -0.081
C 3.39356 -1.88138 -4.61940 -0.715 -0.556 0.137 -0.777
O 3.36486 -2.98674 -5.03720 0.254 -0.291 -0.195 0.039
Br 4.88453 -0.75760 -5.21878 -0.206 0.218 0.168 0.735
O 1.45459 -2.29463 -1.54322 -0.339 0.359 -0.385 -0.043
C 0.33992 -1.54908 -1.10491 -0.980 0.117 -0.206 -0.217
C -0.60080 -1.02174 -2.21618 -0.387 -0.544 0.729 -0.632
Cl -0.25376 0.67627 -2.71045 0.053 -0.074 -0.070 0.678
C -2.07761 -1.03423 -1.75287 0.100 1.240 -0.398 -0.764
C -2.37343 -0.27088 -0.46373 -0.193 -0.976 0.625 -0.140
Cl -2.73294 -2.70817 -1.72701 0.299 0.070 0.117 0.623
C 4.06398 2.97950 -2.10674 0.171 0.447 0.116 -0.479
C 4.91651 3.21228 -3.34307 -0.315 -0.836 -0.367 0.008
O 3.28821 3.82727 -1.76929 -0.342 0.368 0.204 0.118
H 5.01871 2.52554 1.51821 -0.021 -0.076 0.147 0.067
H 3.99135 1.17200 1.06191 0.013 -0.030 0.038 0.061
H 5.67016 0.86604 1.51674 0.064 0.121 0.024 0.067
H 6.14068 1.05324 -0.81572 -0.221 -0.142 -0.160 0.110
H 5.85789 2.75762 -0.53921 0.066 -0.066 -0.199 0.114
H 4.95549 0.03698 -2.25671 -0.019 -0.071 0.074 0.095
H 3.70758 0.89229 -3.12714 -0.184 -0.327 -0.045 0.070
H 3.28114 -0.51236 -0.45481 -0.152 -0.225 -0.017 0.127
H 2.07714 0.39706 -1.30019 -0.123 -0.106 -0.194 0.090
H 4.65491 -2.04014 -2.26757 -0.124 -0.076 -0.609 0.117
H 3.56163 -3.48403 -2.54729 0.149 0.177 -0.364 0.114
H 5.58554 -3.93467 -0.84810 0.140 0.095 0.003 0.045
H 5.72625 -2.21913 -0.25443 0.131 -0.096 -0.068 0.053
H 2.08045 -0.31801 -3.92615 0.183 0.067 0.148 0.088
H 1.40047 -1.90897 -3.98631 0.187 -0.256 -0.118 0.122
H -0.28958 -2.25606 -0.55892 0.268 -0.204 0.023 0.120
H 0.56577 -0.75189 -0.39444 0.269 -0.145 -0.325 0.060
H -0.55668 -1.64718 -3.10511 0.226 0.094 -0.059 0.090
H -2.63240 -0.52474 -2.54048 -0.095 -0.257 -0.103 0.075
H -1.64140 -0.44061 0.32803 -0.071 -0.085 -0.330 0.033
H -2.47310 0.80073 -0.60086 0.121 -0.015 -0.258 0.049
H -3.32058 -0.66116 -0.08508 -0.098 0.276 -0.024 0.055
H 5.97454 2.98899 -3.20503 -0.018 0.079 0.169 0.086
H 4.74710 4.20920 -3.73367 0.130 0.153 0.238 0.083
H 4.56183 2.52509 -4.12085 0.147 -0.007 0.019 0.066
C 4.18994 -6.27911 -2.99335 -0.371 -0.006 -0.002 -0.066
C 5.64296 -6.26876 -2.89712 -0.053 0.000 -0.024 -0.284
N 6.78816 -6.26268 -2.82631 0.006 0.041 0.040 0.130
H 3.84078 -7.16073 -3.52889 0.128 -0.033 -0.009 0.085
H 3.73093 -6.28438 -2.00465 0.124 0.014 0.045 0.089
H 3.82695 -5.40185 -3.52776 0.127 0.006 -0.064 0.059
C -3.36774 3.68066 -2.20833 0.270 0.368 -0.228 -0.056
C -4.23880 2.66939 -1.63853 0.041 0.014 0.045 -0.244
N -4.91899 1.86113 -1.18735 -0.037 0.036 -0.054 0.156
H -3.47851 3.72031 -3.29756 0.013 -0.094 0.327 0.017
H -3.59980 4.66921 -1.81266 -0.123 -0.087 0.111 0.089
H -2.32223 3.47011 -1.98094 -0.056 -0.157 0.058 0.083
C -7.84922 1.53926 -2.55075 0.103 -0.111 0.313 -0.091
C -8.56061 2.03514 -3.71959 -0.012 -0.039 0.034 -0.290
N -9.10829 2.42620 -4.64924 0.046 -0.004 -0.040 0.130
H -8.54074 1.18292 -1.78790 -0.126 0.042 -0.109 0.080
H -7.19005 0.71196 -2.81070 -0.007 0.040 -0.110 0.075
H -7.23494 2.31680 -2.10277 -0.015 0.049 -0.091 0.053
C -0.11949 0.91972 3.80998 0.174 -0.099 0.245 -0.067
C -0.00159 0.67764 2.38196 0.159 0.036 0.022 -0.204
N 0.09133 0.48443 1.25399 0.183 0.293 0.398 0.164
H -0.04390 1.98084 4.03984 -0.046 0.028 -0.147 0.083
H -1.07546 0.57157 4.19187 0.232 0.023 -0.247 0.019
H 0.66604 0.40662 4.36488 0.074 -0.058 -0.181 0.093
C -5.60843 1.90564 -6.25429 -0.229 -0.254 -0.152 -0.054
C -4.56967 2.77575 -5.72456 -0.019 0.019 -0.034 -0.238
N -3.75517 3.46818 -5.30656 -0.097 -0.089 -0.240 0.140
H -5.17979 0.99548 -6.67173 0.131 0.059 0.036 0.087
H -6.31394 1.61871 -5.47611 0.042 0.107 0.056 0.057
H -6.17073 2.40402 -7.04225 0.056 0.111 0.046 0.091
C -4.31647 -0.32434 4.54921 -0.035 -0.048 0.120 -0.084
C -3.31824 0.58528 5.08741 -0.113 0.126 0.156 -0.249
N -2.51762 1.30456 5.48948 -0.358 0.022 0.281 0.139
H -3.85539 -1.21714 4.13629 0.116 0.042 0.019 0.068
H -5.01884 -0.64090 5.31854 0.072 0.061 0.076 0.091
H -4.88399 0.15299 3.75867 0.093 0.213 0.017 0.052
C -1.77423 3.00904 8.75755 -0.141 0.208 -0.367 -0.082
C -1.26511 2.12847 9.79806 -0.008 0.031 0.003 -0.286
N -0.86369 1.43440 10.61843 0.001 -0.003 0.004 0.124
H -2.76162 3.39160 9.01335 0.007 -0.096 0.130 0.080
H -1.11707 3.86550 8.61040 0.097 -0.067 0.118 0.079
H -1.85725 2.48328 7.80534 0.030 -0.104 0.064 0.045
C -6.56334 -0.41042 0.80344 -0.137 0.306 -0.276 -0.074
C -6.06347 -1.28621 1.85088 -0.098 -0.107 -0.079 -0.258
N -5.66896 -1.97172 2.68248 -0.160 -0.131 -0.209 0.145
H -7.56145 -0.04338 1.04145 0.011 -0.098 0.157 0.084
H -5.91636 0.45573 0.66560 0.088 -0.076 0.045 0.046
H -6.62033 -0.93198 -0.15125 0.098 -0.119 0.068 0.082
C 6.09262 -6.85927 4.84387 0.047 -0.384 -0.044 -0.072
C 5.92827 -5.42122 4.99100 0.006 -0.017 0.021 -0.321
N 5.79988 -4.28687 5.10707 -0.025 -0.012 0.012 0.110
H 7.06251 -7.09910 4.41054 0.017 0.137 -0.010 0.084
H 6.02304 -7.36148 5.80776 -0.020 0.126 0.051 0.082
H 5.32440 -7.27517 4.19340 -0.042 0.132 -0.017 0.081
C -3.19132 5.34323 4.56425 0.229 0.278 0.114 -0.069
C -4.05683 4.25443 4.13850 0.030 -0.004 0.004 -0.284
N -4.73379 3.39211 3.80304 -0.065 -0.059 -0.048 0.134
H -3.47023 6.27774 4.07959 -0.093 -0.070 -0.056 0.082
H -3.25390 5.49373 5.64104 -0.087 -0.104 -0.002 0.080
H -2.15151 5.13496 4.31604 -0.048 -0.124 -0.048 0.081
```
Forces are in eV/Å.

Values from the calculation:
Highest occupied orbital energy   -9.124 eV
F_max   2.29 eV/Å
SMILES string   CCN(CC[C@](COCI)(CC(=O)Br)OC[C@H](Cl)[C@H](C)Cl)C(C)=O.CC#N.CC#N.CC#N.CC#N.CC#N.CC#N.CC#N.CC#N.CC#N.CC#N
HOMO-LUMO gap   9.27 eV
DFT total energy   -6061.8713 a.u.